Below is C58H80N14 as an isolated structure at a distorted geometry, with properties calculated with ωB97M-V with the def2-TZVPD basis set.

```
152
Properties=species:S:1:pos:R:3:forces:R:3:lowdin_charge:R:1
N 1.59833 4.18159 -4.20329 0.5932 -0.9038 -0.8850 0.015
C 1.27508 2.96784 -4.78933 -1.2882 0.7040 0.8582 -0.110
C 0.84230 2.13095 -3.77015 0.3187 1.4853 0.0682 -0.096
C 1.10557 2.77351 -2.53334 -0.3106 1.3744 -3.2001 -0.157
C 1.60076 4.04792 -2.84907 -0.4029 -0.7531 0.7626 -0.077
H 1.84812 4.99934 -4.74088 0.1498 -0.1704 0.3915 0.147
H 1.22242 2.79564 -5.85421 0.0982 0.7247 0.1823 0.093
H 0.42435 1.14981 -3.94071 -0.0326 1.2454 0.8699 0.056
H 0.95041 2.25501 -1.59874 0.9394 1.9485 -3.3299 -0.004
H 2.02612 4.81762 -2.22215 -0.2984 0.0281 0.0551 0.121
N 1.47986 -4.07605 -3.36087 -0.5094 0.3290 0.2145 0.086
C 0.19449 -4.55273 -3.39251 1.2609 -1.3145 -0.8225 -0.086
C -0.49688 -4.05913 -2.32616 1.8714 -1.6704 2.8508 -0.111
C 0.38014 -3.23533 -1.63112 0.0716 -0.6767 -0.8808 -0.143
C 1.57596 -3.13799 -2.33647 0.6590 -6.4818 -1.2745 -0.241
H 2.13215 -4.22121 -4.11820 -0.0971 0.1798 0.2136 0.163
H -0.11336 -5.14515 -4.24143 -0.0886 -0.1663 0.1496 0.137
H -1.54031 -4.09960 -2.05045 0.5222 -1.0030 0.6486 0.139
H 0.09557 -2.63549 -0.77929 -0.0089 -2.0255 -1.7855 0.054
H 2.51212 -2.61420 -2.21143 0.0974 -1.7648 -0.5814 0.123
N 4.24770 -2.83734 1.73611 0.0114 0.9908 0.3977 0.034
C 4.89068 -2.31765 2.84290 0.0183 0.0321 0.4595 -0.116
C 4.18625 -1.22132 3.33099 0.0750 -1.3488 -1.5406 -0.041
C 3.05823 -1.09170 2.44916 0.5260 -0.8592 -1.0770 -0.094
C 3.13197 -2.07015 1.45591 3.4136 1.2270 1.4642 -0.198
H 4.53809 -3.60319 1.14515 0.2017 0.1753 0.4004 0.154
H 5.77159 -2.80393 3.23523 0.0141 0.1407 -0.0785 0.100
H 4.48960 -0.56813 4.13580 -0.0204 -0.4871 -0.1997 0.075
H 2.22240 -0.41196 2.52492 2.0598 -1.2166 -0.7686 0.029
H 2.57377 -2.41207 0.59690 1.7652 1.3479 2.0925 0.033
N -3.49465 2.55461 -1.10709 -0.0979 1.0223 -0.9816 0.053
C -3.96488 1.29895 -1.25019 -1.1662 0.2861 0.3337 -0.138
C -3.63496 0.61517 -0.10847 -2.0915 0.7613 0.6542 -0.093
C -3.04679 1.55218 0.77135 -2.6876 -0.0039 0.2657 -0.119
C -2.91249 2.74367 0.11417 -2.3882 0.3881 -0.7781 -0.151
H -3.57456 3.29022 -1.79455 -0.0473 -0.2500 0.0889 0.158
H -4.63825 1.06374 -2.06115 0.4325 -0.3073 -0.1686 0.128
H -3.84327 -0.42792 0.07855 -0.2369 0.6131 0.1981 0.086
H -2.80611 1.33061 1.80061 -0.3865 0.1814 -0.7542 0.104
H -2.54344 3.73694 0.32303 -0.8523 -0.7523 0.2554 0.104
N 2.18642 -0.80927 -3.67859 0.4528 0.0805 -1.8276 0.062
C 2.43789 0.08216 -4.69323 -0.6496 0.5399 -1.1124 -0.094
C 1.24889 0.31637 -5.39696 1.8213 -2.3229 -0.1674 -0.117
C 0.27473 -0.55841 -4.81595 2.0331 -0.0696 -2.1764 -0.096
C 0.93432 -1.30542 -3.86744 -0.7351 1.0208 -0.1468 -0.182
H 2.87529 -1.14061 -3.01845 -0.1291 0.3012 -0.4292 0.141
H 3.42167 0.51214 -4.81026 -0.1893 0.2075 0.1334 0.121
H 1.07473 1.08735 -6.13293 0.1226 -0.7063 -0.0438 0.086
H -0.76229 -0.67883 -5.09251 0.7358 0.4430 -0.7298 0.113
H 0.57759 -2.04032 -3.16099 -0.4331 1.0153 -1.1020 0.077
N 0.00106 -2.80372 2.12268 -1.6002 -4.9501 -3.5856 -0.023
C -1.16405 -3.44226 1.69386 2.3725 -0.8515 -0.7321 -0.090
C -0.78550 -4.47474 0.77974 -1.2097 1.2540 1.5392 -0.085
C 0.59988 -4.43820 0.68430 1.3008 0.1676 2.0356 -0.114
C 1.09739 -3.48079 1.60033 -2.6997 -1.7791 -0.5492 -0.117
H 0.02798 -1.95851 2.67494 -0.3422 -0.6602 -1.2178 0.010
H -2.11284 -3.12893 2.10377 1.1676 -0.2044 0.1723 0.066
H -1.39390 -5.21137 0.27613 -0.3097 0.3014 0.0730 0.102
H 1.19809 -5.09042 0.06530 0.0725 -0.0629 0.1620 0.112
H 2.12853 -3.25516 1.82887 -1.7929 -1.0384 0.7894 0.065
N -1.98032 -2.97004 -3.64536 -3.2309 2.8722 -3.9166 0.062
C -1.83623 -1.62039 -3.68251 0.5904 -2.1027 -3.3551 -0.266
C -3.07985 -1.02792 -3.92577 1.3281 1.3392 -3.7024 -0.148
C -4.00562 -2.03049 -4.03661 -0.0380 -2.5544 -4.0542 -0.127
C -3.27587 -3.22458 -3.96423 -1.3309 -0.4775 -0.3462 -0.089
H -1.24998 -3.65122 -3.49471 -0.9157 1.2703 -1.7329 0.015
H -0.84551 -1.19224 -3.64282 -2.1016 -1.1233 0.4719 0.036
H -3.28192 0.03194 -3.97341 -0.0799 -0.2011 0.0480 0.134
H -5.06806 -1.91913 -4.19543 0.2461 -0.0148 -0.2073 0.120
H -3.58844 -4.25826 -3.97863 -0.3680 0.1006 0.1330 0.126
N -1.15193 4.47565 2.36830 -4.5761 -2.7735 5.4365 0.029
C -1.40612 3.14457 2.06250 -0.3222 3.1320 1.7095 -0.171
C -1.74093 2.51245 3.23989 -3.1939 3.3188 -0.0315 -0.226
C -1.71290 3.44997 4.26003 -0.6770 2.1594 1.1751 -0.075
C -1.36270 4.68348 3.72004 -0.1227 -0.9948 -0.8081 -0.065
H -0.90532 5.22253 1.73469 -2.4901 -0.4581 2.4470 -0.007
H -1.29530 2.75921 1.05969 0.1286 1.5850 2.2939 0.036
H -1.96140 1.45694 3.30078 -1.9941 1.1408 0.9519 0.086
H -1.91997 3.30250 5.30968 0.0702 -0.1962 -0.0324 0.111
H -1.17664 5.68049 4.09119 -0.1533 -0.2398 0.4343 0.107
N 1.18651 2.47057 3.57792 -0.0918 1.5236 3.5284 0.022
C 0.40635 1.59095 4.38147 2.7607 1.8284 1.0546 -0.121
C 1.31765 0.84725 5.09744 -0.8424 0.4897 -0.1464 -0.084
C 2.58801 1.17109 4.60897 2.1688 1.9429 1.0606 -0.105
C 2.52391 2.33769 3.83022 -1.5239 -1.2574 2.4782 -0.116
H 0.79371 3.06328 2.86064 0.1977 0.6700 1.1549 0.097
H -0.66642 1.63635 4.26531 1.6993 -0.3832 1.7931 0.062
H 1.08401 0.00175 5.72749 0.0594 0.3768 0.0450 0.119
H 3.50866 0.65073 4.82808 -0.2537 0.5090 0.5196 0.073
H 3.27861 2.97337 3.39119 -0.5836 -0.5762 0.7254 0.091
N -0.32295 -2.82644 4.61234 -0.2155 1.3732 0.3809 0.070
C 0.78367 -2.17417 4.17008 2.3185 -0.3572 2.2237 -0.119
C 0.49977 -0.90396 3.66913 0.2243 -2.4825 2.8424 -0.218
C -0.89321 -0.79702 3.83573 -1.6802 -1.0187 0.6768 -0.044
C -1.35238 -1.99599 4.37470 -1.1537 0.7179 0.2103 -0.095
H -0.48234 -3.75465 4.97718 0.7109 0.1315 -0.3036 0.171
H 1.66145 -2.80188 4.12673 0.4024 0.6576 -0.0058 0.141
H 1.25687 -0.25634 3.25225 -1.6703 -1.4610 1.8081 0.037
H -1.58489 -0.00960 3.57508 0.2051 -0.7081 0.1569 0.102
H -2.33598 -2.37127 4.61574 -0.1880 0.5210 -0.0917 0.126
N -3.45359 -1.96163 -1.78873 -0.5100 -1.8535 6.5222 -0.016
C -4.64711 -2.63815 -1.70537 0.2777 0.1665 3.3300 -0.098
C -4.78846 -3.02065 -0.35053 1.2893 -0.3729 0.0711 -0.049
C -3.55481 -2.69084 0.36398 -1.6184 -0.2553 -1.8562 -0.101
C -2.77428 -2.03951 -0.55281 -1.0803 -0.9615 -0.6794 -0.165
H -3.07125 -1.57901 -2.64168 -0.4631 0.2303 2.0939 -0.042
H -5.22231 -2.82936 -2.59923 -0.3044 -0.0174 1.1305 0.088
H -5.49696 -3.66470 0.14909 -0.5020 0.1464 -0.5168 0.075
H -3.22199 -2.96632 1.35379 -1.4829 0.3185 -0.8389 0.050
H -1.80696 -1.60070 -0.35749 -0.9651 -0.1190 -0.2708 0.081
N 1.95753 1.16924 0.43448 9.9085 3.9627 3.3308 0.077
C 2.55261 1.89036 -0.58167 1.8627 -2.3261 0.4705 -0.121
C 3.51681 2.71656 -0.06855 1.1819 -0.4975 -1.1793 -0.067
C 3.53479 2.57021 1.32829 0.7899 -2.2063 0.3517 -0.088
C 2.57626 1.55196 1.60196 1.9218 -1.4392 -2.0534 -0.171
H 1.13100 0.59542 0.34684 0.8309 0.3130 -0.5097 -0.109
H 2.26298 1.74713 -1.61220 1.3577 -0.5484 0.8891 0.096
H 4.12010 3.36853 -0.68287 -0.0674 0.1832 0.1700 0.110
H 3.96760 3.23659 2.05973 0.5579 -0.2451 -0.7387 0.098
H 2.28610 1.00526 2.48701 0.8353 1.4985 -1.2732 0.059
N 1.32248 3.52946 0.77641 -4.4698 2.4747 -0.4616 0.042
C 0.37139 3.20031 -0.14734 -0.4300 2.3720 1.6207 -0.157
C -0.49648 4.27471 -0.18037 -0.7068 -0.3180 -2.5939 -0.077
C -0.10888 5.19142 0.74968 4.2629 3.1210 -5.1538 -0.217
C 0.96664 4.69934 1.39249 3.7120 -0.3165 -1.2680 -0.079
H 2.08354 2.93833 1.07886 -0.7767 1.1666 0.5934 -0.009
H 0.27918 2.26735 -0.68351 -0.4976 1.5992 2.6380 0.059
H -1.42521 4.33337 -0.72847 0.7420 0.2392 -0.5360 0.112
H -0.47758 6.19565 0.89787 -0.0671 0.3159 -0.4013 0.160
H 1.52853 5.08484 2.23039 0.0880 0.0639 -0.1276 0.144
C -1.52270 -0.10020 -2.07062 -0.6367 1.4467 1.8797 -0.087
C -0.24638 0.46204 -1.59952 0.7615 1.0848 -0.7427 -0.154
N 0.18795 0.28110 -0.22302 -7.6606 -4.8904 -2.6900 -0.122
C 0.47844 -1.11836 0.09324 2.0919 1.1192 0.0418 -0.113
C 1.71538 -1.62425 -0.69793 -0.7994 3.3960 0.9254 -0.128
C -0.76784 0.84982 0.73382 0.6295 -1.1429 0.6913 -0.135
C -0.14169 1.18934 2.08467 1.7677 -2.3943 -3.3245 -0.150
H -2.31284 0.31085 -1.44228 0.6986 -0.5686 -0.3747 0.061
H -1.62698 -1.18489 -2.09607 1.1998 1.4042 1.4295 0.060
H -1.81526 0.20343 -3.07577 1.2124 1.2377 0.9299 0.088
H 0.52299 0.23127 -2.33635 0.3756 -0.2264 0.9559 0.102
H -0.31476 1.54570 -1.69489 -1.2225 -0.8968 -0.5811 0.096
H -0.36477 -1.79552 -0.04294 0.1229 1.1980 1.2738 0.079
H 0.84505 -1.11423 1.11973 -0.6165 0.0744 -0.1760 0.115
H 1.92776 -2.62013 -0.30910 -0.9262 0.3793 -1.5984 0.055
H 2.56978 -0.99066 -0.45985 -0.0665 0.2746 -0.4295 0.120
H 1.53562 -1.73324 -1.76747 -0.3585 3.2536 2.5562 0.007
H -1.11226 1.81192 0.35460 0.7380 -2.1503 -1.0134 0.063
H -1.68575 0.27496 0.85660 1.2076 -0.8215 -0.3342 0.113
H 0.62946 0.48567 2.39818 -1.4284 0.8533 -1.5924 0.049
H 0.43278 2.10035 1.91694 -1.3687 -1.4666 -0.4970 0.070
H -0.88138 1.33917 2.87112 3.2120 -1.8543 -2.9621 -0.025
```
Forces are in eV/Å.

The value obtained for the largest force on an atom is 11.179 eV/Å. Its molecular weight is 973.4 g mol⁻¹. Its frontier orbital gap is 6.89 eV. The spin multiplicity is 1. As for the total energy: -3022.75021 Ha. The calculation puts the HOMO energy at -6.74 eV. For the energy above the lowest of the compared OMol25 structures with the same formula, charge and spin, the calculation gives 4791.1 kJ/mol.